No. 1
# C20H27N2O3PSTi

A molecular structure, C20H27N2O3PSTi at a distorted geometry (ωB97M-V/def2-TZVPD, the OMol25 dataset).

Values from the calculation:
E_HOMO (spin up / spin down) ... -6.615 / -7.452 eV
F_max ... 4.0 eV/A
Frontier orbital gap (spin up / spin down) ... 6.8 / 6.7 eV
LUMO energy (spin up / spin down) ... 0.21 / -0.74 eV
Energy above the lowest of the compared OMol25 structures with the same formula, charge and spin ... 246.2 kJ/mol
2S+1 ... 3

Atoms and positions in Å:
C (0.488, 3.311, -3.225)
C (-0.804, 2.882, -2.916)
C (-1.043, 1.703, -2.168)
C (0.011, 0.906, -1.655)
C (1.301, 1.398, -1.959)
C (1.558, 2.555, -2.737)
C (-2.498, 1.371, -1.987)
C (-2.885, -0.050, -1.512)
N (-1.901, -1.115, -1.806)
Ti (-0.465, -1.040, -0.442)
C (2.545, 0.714, -1.437)
P (2.200, -1.008, -0.945)
H (-1.654, 3.476, -3.269)
H (2.588, 2.838, -2.944)
H (0.670, 4.207, -3.808)
H (2.949, 1.248, -0.554)
H (3.352, 0.671, -2.198)
H (-2.936, 2.084, -1.265)
H (-3.047, 1.577, -2.923)
H (-3.077, -0.035, -0.431)
C (3.263, -1.283, 0.498)
C (2.773, -2.048, -2.340)
H (-3.827, -0.340, -2.007)
C (-1.574, -1.117, -3.267)
C (-2.514, -2.417, -1.476)
H (1.235, -2.079, -0.623)
H (-2.143, -1.912, -3.756)
H (-1.841, -0.180, -3.742)
H (-0.521, -1.305, -3.430)
H (-3.148, -2.750, -2.309)
H (-1.732, -3.170, -1.333)
H (-3.153, -2.334, -0.591)
H (3.856, -1.911, -2.448)
H (2.533, -3.090, -2.082)
H (2.205, -1.779, -3.246)
H (4.309, -1.207, 0.173)
H (2.993, -0.549, 1.276)
H (3.042, -2.291, 0.875)
H (-1.715, -2.163, 0.567)
O (2.117, 2.667, 3.728)
S (1.940, 1.247, 3.599)
O (3.035, 0.343, 3.882)
N (1.272, 0.844, 2.112)
C (0.040, 0.380, 2.180)
O (-0.593, -0.027, 1.108)
C (-0.464, 0.279, 3.560)
C (-1.663, -0.298, 4.051)
C (-1.858, -0.368, 5.441)
C (-0.894, 0.121, 6.343)
C (0.317, 0.673, 5.844)
C (0.485, 0.720, 4.459)
H (-2.403, -0.677, 3.361)
H (-2.771, -0.810, 5.861)
H (-1.049, 0.082, 7.421)
H (1.095, 1.055, 6.496)

No. 2
# C20H27N2O3PSV

A molecular structure, C20H27N2O3PSV at a distorted geometry (ωB97M-V/def2-TZVPD, the OMol25 dataset).

Values from the calculation:
E_HOMO (spin up / spin down) ... -6.190 / -6.260 eV
F_max ... 4.3 eV/A
Frontier orbital gap (spin up / spin down) ... 6.3 / 6.3 eV
LUMO energy (spin up / spin down) ... 0.14 / 0.01 eV
Energy above the lowest of the compared OMol25 structures with the same formula, charge and spin ... 331.4 kJ/mol
2S+1 ... 4

Atoms and positions in Å:
C (-2.452, 0.843, -3.955)
C (-2.169, -0.443, -3.474)
C (-1.302, -0.625, -2.392)
C (-0.802, 0.523, -1.734)
C (-1.050, 1.805, -2.230)
C (-1.882, 1.957, -3.352)
C (-1.083, -2.025, -1.887)
C (0.325, -2.563, -1.574)
N (1.333, -1.543, -1.236)
V (0.344, 0.053, -0.019)
C (-0.441, 3.048, -1.590)
P (1.215, 2.769, -0.948)
H (-2.625, -1.318, -3.939)
H (-2.065, 2.963, -3.731)
H (-3.124, 0.963, -4.803)
H (-1.045, 3.413, -0.736)
H (-0.360, 3.863, -2.338)
H (-1.661, -2.185, -0.961)
H (-1.491, -2.717, -2.634)
H (0.256, -3.249, -0.723)
C (1.777, 4.018, 0.235)
C (2.371, 2.541, -2.316)
H (0.710, -3.151, -2.419)
C (1.966, -1.016, -2.446)
C (2.366, -2.058, -0.329)
H (0.812, 1.631, 0.502)
H (2.466, -1.830, -2.997)
H (1.220, -0.568, -3.107)
H (2.717, -0.262, -2.184)
H (2.997, -2.804, -0.830)
H (2.997, -1.222, 0.000)
H (1.897, -2.517, 0.546)
H (2.600, 3.523, -2.769)
H (3.297, 2.073, -1.945)
H (1.928, 1.891, -3.084)
H (1.930, 4.994, -0.251)
H (1.038, 4.057, 1.055)
H (2.717, 3.636, 0.654)
H (1.535, 1.272, 0.045)
O (-0.715, 1.885, 3.121)
S (-0.045, 0.617, 3.224)
O (1.386, 0.566, 3.404)
N (-0.446, -0.351, 1.700)
C (-0.998, -1.576, 1.997)
O (-1.103, -2.472, 1.110)
C (-1.365, -1.690, 3.424)
C (-2.056, -2.748, 4.016)
C (-2.266, -2.715, 5.394)
C (-1.785, -1.638, 6.160)
C (-1.095, -0.573, 5.553)
C (-0.903, -0.621, 4.179)
H (-2.412, -3.553, 3.381)
H (-2.802, -3.524, 5.882)
H (-1.944, -1.626, 7.242)
H (-0.714, 0.278, 6.112)

No. 3
# C20H27N3O5S

C20H27N3O5S in the gas phase at a distorted geometry (ωB97M-V/def2-TZVPD, the OMol25 dataset).

Values from the calculation:
E_HOMO ... -8.245 eV
F_max ... 1.4 eV/A
Frontier orbital gap ... 8.7 eV
LUMO energy ... 0.46 eV
SMILES ... CCN1CCN(C(=O)CS(=O)(=O)Cc2nc(-c3cccc(OC)c3)oc2C)CC1
Energy above the lowest of the compared OMol25 structures with the same formula, charge and spin ... 361.4 kJ/mol

Atoms and positions in Å:
C (-7.142, -1.961, -2.549)
C (-6.496, -2.464, -1.263)
N (-5.719, -1.429, -0.603)
C (-4.483, -1.120, -1.298)
C (-3.800, 0.078, -0.634)
N (-3.541, -0.230, 0.751)
C (-2.364, -0.230, 1.395)
O (-2.257, -0.482, 2.582)
C (-1.143, 0.116, 0.568)
S (-1.209, 1.883, 0.098)
O (-0.914, 1.980, -1.311)
O (-2.444, 2.474, 0.536)
C (0.176, 2.651, 1.027)
C (1.413, 2.051, 0.509)
N (1.933, 0.897, 1.029)
C (2.962, 0.606, 0.285)
C (3.840, -0.530, 0.445)
C (3.615, -1.431, 1.482)
C (4.457, -2.518, 1.629)
C (5.511, -2.712, 0.759)
C (5.742, -1.812, -0.285)
O (6.804, -2.095, -1.086)
C (7.090, -1.228, -2.157)
C (4.903, -0.718, -0.440)
O (3.152, 1.501, -0.711)
C (2.164, 2.415, -0.578)
C (2.030, 3.526, -1.549)
C (-4.756, -0.565, 1.462)
C (-5.431, -1.754, 0.783)
H (-7.646, -1.018, -2.358)
H (-6.409, -1.812, -3.337)
H (-7.872, -2.686, -2.899)
H (-7.288, -2.762, -0.571)
H (-5.883, -3.359, -1.477)
H (-4.711, -0.865, -2.332)
H (-3.792, -1.985, -1.293)
H (-2.891, 0.345, -1.168)
H (-4.475, 0.940, -0.670)
H (-1.057, -0.457, -0.351)
H (-0.247, -0.012, 1.172)
H (0.112, 3.719, 0.841)
H (0.002, 2.418, 2.072)
H (2.788, -1.261, 2.152)
H (4.292, -3.222, 2.431)
H (6.176, -3.555, 0.862)
H (6.261, -1.183, -2.870)
H (7.966, -1.649, -2.650)
H (7.324, -0.218, -1.806)
H (5.048, -0.002, -1.232)
H (1.070, 3.438, -2.056)
H (2.066, 4.488, -1.041)
H (2.833, 3.474, -2.278)
H (-4.492, -0.803, 2.493)
H (-5.427, 0.299, 1.442)
H (-6.371, -1.972, 1.294)
H (-4.775, -2.640, 0.867)

| no. | DFT total energy (eV) |
| --- | --- |
| 1 | -73535.1136 |
| 2 | -76106.8200 |
| 3 | -46720.9202 |